No. 1
This record from the OMol25 dataset describes an isolated molecule of C5H9N at a distorted geometry. The level of theory is ωB97M-V/def2-TZVPD.

As for the SMILES: CC(C)(C)C#N. The calculation puts the maximum force at 1.11 eV Å⁻¹. The relative energy (zero: lowest compared OMol25 entry of this formula, charge and spin) comes out at 8.8 kJ/mol. As for the LUMO energy: 0.8 eV.

Positions of all 15 atoms, in Å:
C: 1.271 -0.743 -0.147
C: -0.021 0.020 0.194
C: 0.029 1.436 -0.408
C: -1.256 -0.761 -0.322
C: -0.097 0.142 1.665
N: -0.144 0.244 2.817
H: 2.151 -0.219 0.237
H: 1.256 -1.748 0.286
H: 1.371 -0.838 -1.234
H: 0.911 1.981 -0.056
H: -0.862 2.016 -0.150
H: 0.085 1.355 -1.499
H: -0.990 -1.803 -0.512
H: -1.618 -0.330 -1.261
H: -2.086 -0.753 0.389

***

No. 2
This record from the OMol25 dataset describes an isolated molecule of C4H5N at a distorted geometry. The level of theory is ωB97M-V/def2-TZVPD.

The calculation puts the maximum force at 2.32 eV Å⁻¹. The relative energy (zero: lowest compared OMol25 entry of this formula, charge and spin) comes out at 575.8 kJ/mol. As for the LUMO energy (spin up / spin down): -0.5 / 0.1 eV.

Positions of all 10 atoms, in Å:
C: 2.091 -0.075 0.233
C: 0.902 -0.261 0.241
C: -0.556 -0.461 0.197
C: -0.866 0.954 0.174
N: -1.268 -0.877 -0.955
H: 3.150 0.064 0.237
H: -0.891 -0.987 1.103
H: -0.638 1.563 -0.683
H: -1.332 1.435 1.024
H: -0.593 -1.355 -1.572